Here is 12 unconnected molecules or ions with the total composition C40H68N11O4P in a non-equilibrium geometry from OMol25. Energies are from wB97M-V/def2-TZVPD.

## Properties
frontier orbital gap	8.11	eV
SMILES	CCOCCCCC[C@H]1OC(=O)O[C@@]1([C@@H](C)CC)P(CC)CC.CC#N.CC#N.CC#N.CC#N.CC#N.CC#N.CC#N.CC#N.CC#N.CC#N.CC#N
HOMO level	-7.8	eV

The geometry in XYZ format:
```
124
Properties=species:S:1:pos:R:3:forces:R:3:mulliken_charge:R:1
H -2.32675 -8.74592 -6.55109 -0.06 -0.03 -0.03 -0.02
H 4.84198 0.20376 7.11449 0.29 0.13 0.08 0.18
C 0.01924 2.48517 -0.44023 -0.23 0.64 -0.20 -1.49
C -2.30948 3.54536 -3.34319 1.03 -0.09 -0.20 -1.09
H -3.11503 -0.67037 -5.96693 -0.45 0.05 -0.44 0.39
C -1.95424 7.10605 3.22002 0.17 0.28 -0.14 -0.77
H -3.66113 -7.42478 -1.20896 -0.44 -0.31 -0.08 0.35
H -4.04096 -1.25770 -3.67447 0.03 -0.05 -0.48 0.22
H 1.07885 1.30920 -2.76259 0.23 0.21 0.60 0.26
H -4.41610 0.85077 -2.86427 0.08 0.39 -0.48 0.48
H -0.73777 4.28131 -2.15275 0.35 0.44 0.20 0.71
H -3.55049 -5.98433 -0.22609 -0.19 0.34 0.50 0.33
C -3.12982 0.71605 -1.18345 -0.93 1.48 -0.31 -0.39
H -2.00628 2.93771 -0.72439 -0.56 0.02 0.29 0.41
H 6.20167 2.35486 11.75034 -0.06 -0.09 -0.02 0.25
C -3.78959 -7.38733 -5.89504 -0.04 0.05 0.03 0.38
H -4.55570 -2.72507 -1.19238 -0.20 0.06 0.82 0.18
C -1.78280 -0.46602 0.18753 -1.50 0.97 -0.64 0.70
O -0.96996 0.16240 -0.60786 1.13 0.44 -1.63 -0.67
H -3.15050 3.00047 -2.95186 -0.50 -0.11 0.08 0.21
C -1.03218 3.31435 -2.52132 -0.88 0.42 0.03 -0.69
H 0.66869 0.10145 -5.48156 -0.15 -0.29 -0.41 0.27
H 7.28164 2.70193 4.04920 -0.14 0.02 -0.05 0.05
C 7.08207 1.83807 3.42365 0.38 -0.12 0.11 -0.66
H -0.00120 2.18524 5.08805 0.17 0.12 -0.05 0.23
N 6.67861 2.61689 8.04854 -0.01 0.07 0.03 -0.46
O -1.48699 -1.29950 0.94817 0.78 -1.80 1.99 -0.62
C -1.23883 2.44401 -1.29890 0.78 -0.38 -0.64 -0.32
H 5.30286 -1.20272 0.49347 0.06 -0.03 -0.07 0.28
P -1.05140 0.12225 -3.17015 -0.58 -1.61 0.40 -0.17
H 2.19151 0.69934 -4.87482 0.57 0.07 -0.26 0.46
N 8.41517 4.57810 4.07444 0.05 0.15 0.02 -0.45
C -0.56841 2.44186 4.19509 -0.41 -0.23 0.34 -0.52
C 6.34270 1.61034 7.60936 0.10 0.04 -0.02 0.37
C 5.65726 1.61074 3.26693 -0.05 -0.01 0.03 0.39
N -4.85403 -7.15181 -5.53825 -0.06 0.00 0.04 -0.42
O -3.03960 0.01075 0.04396 -0.18 -0.56 -0.28 -0.45
C -1.95789 0.62624 -4.69025 0.46 0.06 -0.36 -0.58
H -6.27944 -3.55634 -3.23085 -0.47 -0.24 -0.19 0.37
N -1.46662 -10.66653 -8.59307 0.03 0.07 -0.02 -0.38
N 7.13612 -0.64096 12.06891 0.00 -0.06 -0.01 -0.37
N 4.53117 1.42876 3.13639 -0.04 -0.04 0.05 -0.41
O -3.30428 -4.56244 -2.24430 0.17 0.45 0.10 -0.10
H -2.99590 -1.60717 -2.34440 0.40 -0.31 -0.03 0.40
C -2.66338 5.97498 3.79053 -0.02 -0.09 -0.02 0.40
H 7.56220 2.01313 2.46323 -0.09 0.05 -0.07 0.34
H -2.50410 4.59790 -3.40849 -0.45 0.51 0.21 0.22
H 6.17071 0.30691 5.97239 0.04 0.12 -0.02 0.07
H -2.15897 -7.02555 -0.45712 0.39 -0.17 0.36 0.36
H -2.10825 3.23972 -4.35123 -0.31 -0.29 -0.58 0.21
N 6.19222 0.33349 -2.11373 0.03 0.01 -0.06 -0.40
H -0.22618 2.98212 -3.15497 0.34 -0.35 -0.17 0.14
H 5.25827 0.51012 0.89354 0.00 0.09 -0.03 -0.15
H -3.52928 1.68862 -0.92546 -0.06 0.38 0.22 0.52
H -0.20078 2.27086 0.58571 0.08 -0.45 0.53 0.12
C 7.19934 1.95212 11.91074 0.03 0.42 -0.04 -0.74
C 2.17914 -1.00690 6.06168 0.00 0.04 0.16 0.40
H -1.43592 -0.51000 -6.47330 0.26 0.00 -0.42 0.38
C 0.13255 3.40385 3.36554 0.09 -0.09 -0.09 0.38
C 1.12514 0.78932 -4.79152 -0.14 -0.12 0.48 -1.45
H -4.60624 8.91494 -2.50527 0.08 0.02 0.03 0.33
H -1.71092 -7.41058 -5.57947 -0.08 0.05 0.09 0.25
H -1.89193 -1.48995 -5.09636 0.22 -0.52 0.17 0.35
H -1.44954 1.39792 -5.23978 0.22 0.57 -0.09 0.74
C 7.16403 0.50341 11.99916 0.00 -0.06 0.00 0.32
C 0.74528 0.47609 -3.34778 -0.46 0.68 -0.85 -0.37
C -2.61117 -5.77558 -2.13635 -0.23 -0.18 0.24 -0.07
H 3.92330 -0.21731 0.01528 0.01 0.04 -0.09 0.13
H -2.93296 1.01755 -4.46846 -0.36 0.16 0.41 0.55
C -4.47655 7.89595 -2.86347 -0.32 0.10 -0.06 -0.88
H -4.74263 -3.24591 -3.99021 0.12 0.22 -0.45 0.32
C 5.00597 -0.22015 0.13110 -0.17 -0.14 0.28 -0.21
H 0.19017 -0.40126 5.76495 0.06 0.03 0.12 0.21
H 7.82432 2.27482 11.08046 0.01 -0.09 -0.07 0.24
H -2.94931 -13.00726 -7.08151 0.02 0.00 -0.08 0.31
H -5.94094 -1.81127 -1.82723 -0.40 0.27 0.22 0.64
C -2.60128 -12.04791 -6.70507 -0.14 -0.19 0.23 -0.81
C -4.19617 0.14991 -2.07947 0.18 -1.17 0.26 -1.89
H 0.37751 3.50165 -0.44921 0.19 0.48 0.05 0.63
H -3.45797 -11.51028 -6.30255 -0.01 0.07 -0.05 0.29
N -3.22508 5.07646 4.22973 0.02 -0.09 0.05 -0.44
N -2.05599 7.06389 -2.41145 0.05 -0.04 0.04 -0.39
H -4.76821 -5.47450 -3.31456 -0.18 -0.55 -0.15 0.36
H -2.54667 8.01450 3.30752 -0.08 -0.03 0.05 0.33
H -4.69370 7.87929 -3.92934 0.07 -0.03 -0.04 0.27
H -2.77384 -6.35388 -3.03951 0.04 -0.24 -0.45 0.01
C 5.92296 0.34667 7.03199 -0.25 -0.27 -0.15 -0.40
H 7.57013 0.98168 3.88780 -0.13 -0.12 -0.03 0.33
H -5.08438 0.12941 -1.46838 -0.44 0.19 0.34 0.83
C -1.68255 0.98127 -1.63293 1.10 0.25 1.28 1.97
H 0.82939 1.79362 -5.04221 -0.08 0.41 -0.28 0.31
C -3.02707 -6.60171 -0.92894 0.17 -0.14 -0.40 -1.26
H -1.90217 -12.23426 -5.89252 0.08 0.03 -0.03 0.27
C -3.12428 7.43120 -2.60909 0.07 -0.01 0.01 0.43
C 7.86697 5.15942 4.89822 0.13 0.01 -0.03 0.43
H -2.19795 -7.13929 -7.24863 -0.10 0.04 -0.04 0.30
C -2.09840 -0.57907 -5.63003 -0.16 0.04 0.54 -1.67
H -1.52346 2.85705 4.51695 -0.01 0.09 -0.05 0.26
H 6.40676 -0.49756 7.51931 0.07 0.09 0.14 0.32
C -5.22436 -3.44421 -3.04540 0.08 0.47 0.33 -0.84
C -4.66982 -4.73406 -2.53061 -0.14 0.00 -0.46 -0.69
N 0.68096 4.14592 2.68414 -0.02 0.17 0.02 -0.47
C 7.18788 5.89065 5.95151 -0.23 0.14 0.29 -0.72
N 3.13487 -0.96832 6.69442 -0.18 -0.12 -0.10 -0.42
H 0.81845 1.87401 -0.81192 0.29 -0.46 0.00 0.13
C -2.44017 -7.68523 -6.33964 0.38 -0.07 -0.10 -0.52
H 7.59673 2.38829 12.82505 0.02 -0.10 0.07 0.30
H -5.20175 7.26166 -2.35803 0.04 -0.06 0.04 0.27
H 6.41306 6.53118 5.53540 0.01 -0.01 -0.09 0.27
H -1.00786 7.26194 3.73294 0.02 -0.08 0.05 0.25
H 0.53348 -2.05860 5.28669 0.08 -0.06 0.06 0.34
H 7.89182 6.51402 6.49847 0.09 -0.02 -0.04 0.28
C 5.66823 0.08712 -1.12356 0.01 0.01 -0.09 0.31
C -1.96529 -11.28224 -7.76387 0.00 0.02 -0.02 0.35
H -1.56475 -5.53687 -2.07197 0.45 0.30 -0.02 0.34
H -0.77521 1.52134 3.65078 0.08 0.05 -0.17 0.15
C 0.93792 -1.04899 5.31190 -0.34 -0.04 -0.34 -0.84
H -1.74252 6.93272 2.16690 -0.01 -0.10 -0.01 0.24
H 1.25109 -0.42737 -3.07048 0.23 -0.38 0.52 0.57
C -3.98990 -1.28004 -2.59744 -0.30 0.62 0.09 -0.28
H 6.72544 5.19948 6.65560 0.05 -0.09 -0.03 0.22
H 1.08522 -0.72574 4.28260 0.14 0.02 0.01 0.22
C -5.00387 -2.28206 -2.06439 0.70 -0.51 -0.74 -0.76
H -5.24767 -5.03480 -1.66393 0.00 -0.34 0.46 0.32
```
Forces are in eV/Å.